Record 1
Formula: C4H11NS
Source: OMol25
Level of theory: ωB97M-V with the def2-TZVPD basis set

* energy above the lowest of the compared OMol25 structures with the same formula, charge and spin: 147.32 kcal/mol
* orbital gap: 0.2819 Ha

Atoms and positions in Å:
C: -1.4091 -0.8442 0.0932
C: 1.2326 -1.1074 -0.1762
C: -2.7430 -0.1000 -0.1039
C: 2.6448 -0.3552 -0.1601
N: 0.5580 1.5599 0.6108
S: 0.0006 -0.0012 -0.0762
H: -1.3294 -1.4157 1.0125
H: 0.9544 -1.9128 0.4958
H: -2.4558 0.8392 -0.6201
H: -3.3547 0.3491 0.7709
H: -3.3099 -0.7595 -0.7487
H: 2.4583 0.7249 -0.0555
H: 3.2262 -0.5275 -1.0591
H: 3.2830 -0.7402 0.6306
H: 0.1431 2.4085 0.4375
H: 1.0468 1.5657 1.5434
H: -0.0662 0.5644 -1.2526

Atom-resolved charges from natural (NBO), all expressed in e: -0.704 -0.743 -0.630 -0.646 -1.112 1.341 0.212 0.224 0.190 0.204 0.222 0.222 0.204 0.205 0.380 0.392 0.041

***

Record 2
Formula: C46H40AlO3P2Si
Source: OMol25
Level of theory: ωB97M-V with the def2-TZVPD basis set

* orbital gap: 0.2733 Ha
* total charge: +1

Atoms and positions in Å:
Al: -0.3980 -0.0693 0.1045
C: -1.3048 3.5300 -0.6135
Si: -0.0038 2.2943 -0.0819
C: 0.4505 2.6657 1.7454
C: 0.8490 3.9753 2.0413
C: 1.1463 4.3782 3.3315
C: 1.0373 3.4779 4.3841
C: 0.6558 2.1757 4.1261
C: 0.3933 1.7617 2.8182
P: -0.0830 0.0414 2.5108
C: -1.5323 -0.2696 3.5552
C: -2.6313 0.5786 3.4138
C: -3.7721 0.3670 4.1671
C: -3.8290 -0.6977 5.0596
C: -2.7405 -1.5432 5.1997
C: -1.5901 -1.3307 4.4510
C: 1.2107 -1.1038 3.0530
C: 2.2981 -0.7483 3.8419
C: 3.2604 -1.6947 4.1670
C: 3.1384 -2.9980 3.7148
C: 2.0522 -3.3616 2.9278
C: 1.0984 -2.4179 2.5908
C: 1.5997 2.5977 -1.0253
C: 1.8836 3.8182 -1.6441
C: 3.1081 4.0506 -2.2482
C: 4.0910 3.0689 -2.2320
C: 3.8341 1.8523 -1.6263
C: 2.5897 1.6079 -1.0448
P: 2.2751 0.0073 -0.2245
C: 2.5729 -1.2786 -1.4744
C: 2.6164 -2.6081 -1.0515
C: 2.7967 -3.6292 -1.9659
C: 2.9033 -3.3384 -3.3207
C: 2.8301 -2.0249 -3.7515
C: 2.6726 -0.9948 -2.8324
C: 3.6644 -0.0534 0.9532
C: 3.8414 1.0770 1.7555
C: 4.8923 1.1399 2.6528
C: 5.7715 0.0692 2.7678
C: 5.5918 -1.0576 1.9833
C: 4.5418 -1.1218 1.0749
H: -0.9967 4.5614 -0.4382
H: -1.5307 3.4199 -1.6739
H: -2.2258 3.3608 -0.0550
H: 0.9262 4.7016 1.2403
H: 1.4465 5.4000 3.5222
H: 1.2426 3.7944 5.3968
H: 0.5456 1.4783 4.9479
H: -2.5889 1.4125 2.7223
H: -4.6166 1.0358 4.0662
H: -4.7199 -0.8602 5.6502
H: -2.7800 -2.3684 5.8976
H: -0.7419 -1.9921 4.5707
H: 2.4172 0.2686 4.1859
H: 4.1126 -1.4058 4.7667
H: 3.8910 -3.7310 3.9700
H: 1.9528 -4.3791 2.5732
H: 0.2627 -2.7063 1.9631
H: 1.1370 4.6021 -1.6561
H: 3.3036 5.0024 -2.7235
H: 5.0536 3.2537 -2.6885
H: 4.6033 1.0896 -1.6042
H: 2.4990 -2.8430 0.0010
H: 2.8453 -4.6556 -1.6272
H: 3.0422 -4.1366 -4.0361
H: 2.8999 -1.7943 -4.8055
H: 2.6200 0.0264 -3.1826
H: 3.1649 1.9199 1.6649
H: 5.0297 2.0261 3.2576
H: 6.5992 0.1194 3.4622
H: 6.2781 -1.8900 2.0642
H: 4.4295 -2.0004 0.4531
C: -2.3080 -7.3666 -0.4942
O: -1.4086 -6.2625 -0.5527
C: -1.8904 -5.0227 -0.3862
C: -3.2437 -4.7421 -0.1129
C: -3.6218 -3.4348 0.0364
C: -2.7093 -2.3624 -0.0542
C: -3.1308 -1.0074 0.1366
C: -4.5652 -0.5885 0.2390
O: -2.3041 -0.0541 0.2199
C: -1.3391 -2.6705 -0.3274
O: -0.3989 -1.7468 -0.4382
C: -0.9613 -3.9973 -0.4940
H: -1.7031 -8.2462 -0.6919
H: -3.0836 -7.2760 -1.2562
H: -2.7587 -7.4460 0.4966
H: -3.9744 -5.5297 -0.0227
H: -4.6596 -3.2327 0.2490
H: -5.2814 -1.3981 0.2690
H: -4.7790 0.0376 -0.6287
H: -4.6746 0.0371 1.1245
H: 0.0671 -4.2282 -0.7283

Atom-resolved charges from Mulliken, all expressed in e: 0.702 -1.297 0.156 0.131 -0.455 -0.949 -0.977 -0.666 0.465 1.925 0.720 -0.678 -0.638 -0.637 -0.740 -0.580 0.440 -0.690 -0.545 -0.861 -0.555 -0.596 0.160 -0.778 -0.726 -0.977 -0.284 -0.399 1.974 0.484 -0.341 -0.974 -0.791 -0.813 -0.830 0.684 -0.545 -0.648 -0.723 -0.687 -0.549 0.368 0.419 0.368 0.369 0.462 0.464 0.535 0.491 0.491 0.421 0.449 0.355 0.333 0.476 0.431 0.546 0.474 0.374 0.447 0.437 0.537 0.369 0.488 0.406 0.452 0.412 0.317 0.489 0.408 0.480 0.438 -0.948 -0.450 0.969 -1.142 -1.285 0.499 1.072 -1.668 -0.070 0.318 0.163 -0.140 0.261 0.382 0.371 0.454 0.246 0.410 0.344 0.259 0.538